Entry from the Open Molecules 2025 dataset: a cluster of 3 separate species, C12H22N2O6P in total (ωB97M-V/def2-TZVPD).

Atoms and positions in Å:
N1 1.57 -2.41 1.94
C1 0.99 -1.97 0.61
P1 -0.43 -0.66 0.88
C2 -2.04 -1.74 1.13
C3 -1.86 -2.94 2.20
C4 -3.21 -3.92 2.41
C5 -4.46 -3.41 1.43
C6 -4.43 -2.12 0.44
N2 -3.20 -1.30 0.31
H1 2.07 -1.61 2.40
H2 2.22 -3.23 1.80
H3 1.78 -1.63 -0.18
H4 0.46 -2.95 0.15
H5 -0.50 0.18 -0.29
H6 -0.18 0.11 2.10
H7 -0.85 -3.16 2.79
H8 -3.25 -4.84 3.13
H9 -5.46 -4.05 1.46
H10 -5.40 -1.84 -0.21
C7 -0.65 6.20 2.38
O1 -0.88 4.82 2.64
C8 -1.76 4.23 1.80
O2 -2.34 4.78 0.87
O3 -1.89 2.93 2.16
C9 -2.80 2.18 1.36
H11 0.08 6.57 3.11
H12 -0.22 6.33 1.38
H13 -1.57 6.78 2.48
H14 -2.46 2.15 0.32
H15 -3.81 2.60 1.42
H16 -2.82 1.16 1.74
C10 2.23 0.21 -2.48
O4 3.07 0.41 -3.61
C11 3.94 -0.61 -3.84
O5 4.04 -1.63 -3.18
O6 4.67 -0.29 -4.94
C12 5.64 -1.28 -5.31
H17 1.58 1.09 -2.38
H18 1.60 -0.67 -2.61
H19 2.83 0.13 -1.56
H20 5.14 -2.23 -5.55
H21 6.37 -1.42 -4.50
H22 6.16 -0.92 -6.19

HOMO level, Ha: -0.47152
Multiplicity: 1
Lowest unoccupied orbital energy, eV: -4.09
Electronic energy, Ha: -1372.2228
Total charge: +1